#one
9
Properties=species:S:1:pos:R:3 method="wB97M-V/def2-TZVPD" total_charge=0 e_lumo_ev=0.627 gap_ev=10.3 smiles=S[C@H](Cl)C(Cl)Cl
C -0.01 -0.11 0.61
C -0.48 0.78 -0.72
S 1.58 -0.91 0.23
Cl -1.28 -1.28 1.06
Cl -0.61 -0.26 -2.19
Cl 0.88 1.94 -0.98
H 0.05 0.74 1.45
H -1.48 1.10 -0.64
H 1.02 -1.93 -0.46

#two
9
Properties=species:S:1:pos:R:3 method="wB97M-V/def2-TZVPD" total_charge=0 e_lumo_ev=0.303 gap_ev=10.2
C 0.89 -0.80 -0.56
C 0.01 0.41 -0.03
H -0.32 -2.88 -0.83
H 2.02 -0.54 0.15
H 1.03 -0.62 -1.62
S 0.59 -2.49 -0.09
Cl 0.60 1.96 -0.84
Cl 0.16 0.77 1.66
Cl -1.79 -0.01 -0.39

Each structure's energy above the most stable one, in eV: #one 0.000; #two 0.804.

#one
14
Properties=species:S:1:pos:R:3 method="wB97M-V/def2-TZVPD" total_charge=0 e_lumo_ev=0.380 gap_ev=8.6
C -0.38 1.61 -0.79
C -0.62 -1.62 -0.55
N -0.45 0.12 1.71
O 2.57 -0.36 -0.47
Si -0.11 0.01 0.10
H 0.46 1.66 -1.55
H -1.31 2.02 -1.04
H 0.02 2.40 -0.08
H -1.43 -2.21 -0.08
H -0.90 -1.43 -1.62
H 0.38 -2.11 -0.36
H -0.63 0.89 2.31
H -0.76 -0.72 2.16
H 3.16 -0.24 0.25

#two
14
Properties=species:S:1:pos:R:3 method="wB97M-V/def2-TZVPD" total_charge=0 e_lumo_ev=0.942 gap_ev=9.0 smiles=CN(C)O[SiH3]
C 1.24 1.01 0.86
C 0.96 -0.95 -0.43
N 0.58 0.37 -0.24
O -0.73 0.67 -0.07
Si -2.14 -0.06 -0.44
H 2.19 0.48 1.11
H 1.33 2.11 0.63
H 0.52 1.03 1.77
H 1.00 -1.51 0.45
H 0.35 -1.40 -1.26
H 2.06 -1.03 -0.77
H -1.70 -1.47 -0.78
H -3.01 0.09 0.75
H -2.64 0.67 -1.59

Each structure's energy above the most stable one, in eV: #one 0.000; #two 1.334.

#one
15
Properties=species:S:1:pos:R:3 method="wB97M-V/def2-TZVPD" total_charge=-1 e_lumo_ev="0.953 / 1.514" gap_ev="5.0 / 5.2" multiplicity=2
N -0.47 -1.67 0.11
C -0.55 -0.47 -0.60
C 0.47 0.69 -0.43
C -1.03 0.72 0.14
S 0.19 2.31 -3.10
S 0.61 -0.49 2.37
H 1.13 -1.06 3.45
H -0.21 -2.49 -0.48
H -0.77 -0.62 -1.68
H 1.79 -0.57 -0.68
H 0.52 1.32 -1.37
H 0.80 1.58 0.20
H -1.49 1.67 -0.16
H -1.12 0.62 1.24
H 0.12 -1.55 0.98

#two
15
Properties=species:S:1:pos:R:3 method="wB97M-V/def2-TZVPD" total_charge=-1 e_lumo_ev="3.504 / 3.412" gap_ev="3.3 / 6.7" multiplicity=2
N 0.93 -1.56 -0.04
C -0.09 -0.61 0.43
C -1.52 -1.04 0.18
C 0.12 0.79 -0.21
S 1.91 1.12 -0.64
S 1.80 3.29 -0.70
H 0.99 -2.34 0.59
H 0.75 -1.93 -0.95
H 0.07 -0.53 1.51
H -1.52 -1.47 -0.84
H -1.87 -1.81 0.87
H -2.24 -0.24 0.01
H -0.47 0.85 -1.13
H -0.20 1.59 0.45
H 1.33 3.89 0.47

Each structure's energy above the most stable one, in eV: #one 6.694; #two 0.000.

#one
96
Properties=species:S:1:pos:R:3 method="wB97M-V/def2-TZVPD" total_charge=0 e_lumo_ev=0.550 gap_ev=10.5 smiles="COC(=O)OC.COC(=O)OC.COC(=O)OC.COC(=O)OC.COC(=O)OC.COC(=O)OC.COC(=O)OC.COC(=O)OC"
C 4.68 -6.51 -1.61
O 4.98 -5.14 -1.82
C 3.94 -4.20 -1.88
O 2.73 -4.38 -1.66
O 4.40 -2.93 -2.11
C 3.55 -1.88 -2.36
H 3.56 -6.62 -1.71
H 4.97 -6.90 -0.68
H 5.27 -6.98 -2.37
H 3.42 -1.04 -1.55
H 2.62 -2.31 -2.94
H 4.38 -1.36 -3.04
C -1.66 -0.35 2.81
O -1.17 0.31 4.13
C -1.68 -0.12 5.13
O -2.67 -0.90 5.21
O -1.07 0.46 6.20
C -1.75 0.38 7.48
H -1.22 -1.39 2.63
H -1.20 0.41 2.07
H -2.62 -0.14 2.81
H -2.91 0.48 7.47
H -1.06 1.11 8.12
H -1.45 -0.58 7.81
C -2.85 -5.21 -0.75
O -1.84 -5.34 0.17
C -1.95 -4.87 1.40
O -2.93 -4.17 1.64
O -0.99 -5.04 2.23
C -1.10 -4.51 3.57
H -2.82 -4.12 -1.09
H -3.81 -5.49 -0.43
H -2.74 -5.74 -1.75
H -0.22 -4.89 4.16
H -1.97 -4.95 4.24
H -1.37 -3.42 3.90
C 2.89 -4.44 1.69
O 2.41 -3.66 2.81
C 2.69 -2.38 2.89
O 3.57 -1.86 2.19
O 2.16 -1.81 3.93
C 2.51 -0.41 4.18
H 3.00 -5.41 2.04
H 3.74 -4.10 1.34
H 2.24 -4.56 0.91
H 2.19 0.21 5.00
H 1.99 0.28 3.39
H 3.57 -0.24 4.14
C -2.44 1.27 -1.34
O -1.72 0.32 -0.60
C -1.21 -0.89 -1.11
O -1.44 -1.22 -2.20
O -0.58 -1.63 -0.20
C 0.11 -2.79 -0.64
H -3.09 0.91 -1.99
H -1.72 1.77 -2.21
H -2.95 2.06 -0.69
H 0.46 -3.62 -0.07
H 1.01 -2.49 -1.26
H -0.76 -3.33 -1.16
C -3.99 7.04 -1.55
O -3.05 6.54 -2.41
C -1.96 5.96 -1.97
O -1.76 5.72 -0.78
O -1.06 5.83 -2.97
C 0.11 5.16 -2.73
H -4.56 6.34 -1.29
H -4.59 7.90 -2.01
H -3.55 7.45 -0.59
H 0.75 5.42 -3.59
H -0.06 4.10 -2.74
H 0.41 5.44 -1.91
C 3.39 5.11 1.77
O 3.42 3.94 0.90
C 2.60 2.92 1.15
O 2.23 2.68 2.41
O 2.29 2.14 0.17
C 1.67 0.91 0.30
H 4.07 5.07 2.80
H 2.18 5.22 2.02
H 3.79 6.16 1.44
H 1.89 0.56 1.13
H 1.96 0.19 -0.53
H 0.63 1.23 0.41
C -4.08 3.34 -3.85
O -3.70 3.41 -5.24
C -2.44 3.01 -5.54
O -1.66 2.56 -4.69
O -2.11 3.25 -6.74
C -0.80 2.95 -7.28
H -4.18 2.18 -3.46
H -4.97 3.97 -3.72
H -3.49 3.85 -3.15
H -0.04 3.47 -6.94
H -0.57 3.38 -8.28
H -0.85 1.95 -7.04

#two
96
Properties=species:S:1:pos:R:3 method="wB97M-V/def2-TZVPD" total_charge=0 e_lumo_ev=0.186 gap_ev=10.7 smiles="COC(=O)OC.COC(=O)OC.COC(=O)OC.COC(=O)OC.COC(=O)OC.COC(=O)OC.COC(=O)OC.COC(=O)OC"
C -8.30 18.01 -9.37
O -8.53 18.64 -10.71
C -7.45 18.77 -11.60
O -6.27 18.81 -11.27
O -7.98 19.03 -12.83
C -9.31 18.66 -13.19
H -7.22 17.97 -9.24
H -8.64 17.00 -9.12
H -8.70 18.61 -8.56
H -8.93 18.37 -14.17
H -10.12 19.39 -13.21
H -9.76 17.83 -12.63
C -12.32 18.90 -18.61
O -11.14 18.08 -18.36
C -10.46 18.10 -17.13
O -10.69 18.79 -16.12
O -9.51 17.18 -17.12
C -8.92 16.67 -18.33
H -12.24 19.90 -18.19
H -13.20 18.57 -18.06
H -12.75 19.13 -19.59
H -8.06 16.05 -18.06
H -8.36 17.43 -18.88
H -9.59 16.11 -18.99
C -14.14 18.23 -21.88
O -14.98 17.58 -22.89
C -14.92 17.55 -24.19
O -14.16 18.14 -24.90
O -15.80 16.69 -24.61
C -15.81 16.28 -26.01
H -14.65 18.61 -21.00
H -13.69 19.11 -22.34
H -13.35 17.53 -21.60
H -16.27 15.29 -26.04
H -14.83 16.37 -26.48
H -16.39 17.09 -26.46
C -8.22 13.49 -20.82
O -7.97 13.12 -19.42
C -7.42 11.91 -19.15
O -7.32 10.97 -19.92
O -7.13 11.97 -17.90
C -6.40 10.93 -17.25
H -8.92 12.77 -21.21
H -7.29 13.67 -21.37
H -8.71 14.46 -20.88
H -7.00 10.02 -17.26
H -6.20 11.17 -16.21
H -5.47 10.60 -17.70
C -6.75 21.17 -14.89
O -6.99 20.26 -15.95
C -6.35 20.38 -17.17
O -5.63 21.28 -17.41
O -6.72 19.38 -17.95
C -6.07 19.14 -19.21
H -7.67 21.25 -14.31
H -6.45 22.19 -15.15
H -5.93 20.75 -14.30
H -6.09 20.03 -19.84
H -6.28 18.24 -19.80
H -5.02 18.91 -19.07
C -5.57 15.73 -12.04
O -5.93 15.59 -13.31
C -6.77 14.70 -13.75
O -7.40 14.04 -12.96
O -6.87 14.75 -15.06
C -8.07 14.26 -15.67
H -5.16 14.81 -11.61
H -6.50 15.97 -11.54
H -4.94 16.62 -11.96
H -8.90 14.95 -15.48
H -8.30 13.24 -15.36
H -7.97 14.21 -16.75
C -8.30 23.33 -20.92
O -9.34 22.27 -20.74
C -9.10 21.00 -21.09
O -8.10 20.54 -21.65
O -10.20 20.27 -20.86
C -10.36 18.97 -21.46
H -8.21 23.71 -21.94
H -7.35 23.03 -20.47
H -8.59 24.19 -20.32
H -11.16 18.31 -21.13
H -9.45 18.39 -21.29
H -10.40 19.14 -22.54
C -12.60 17.86 -13.95
O -13.70 17.01 -13.57
C -14.73 17.65 -12.80
O -14.60 18.72 -12.26
O -15.72 16.86 -12.61
C -16.81 17.31 -11.79
H -12.95 18.52 -14.74
H -11.83 17.23 -14.40
H -12.20 18.44 -13.12
H -17.72 16.78 -12.07
H -16.98 18.36 -11.98
H -16.66 17.30 -10.71

Each structure's energy above the most stable one, in eV: #one 8.357; #two 0.000.